No. 1
23
Properties=species:S:1:pos:R:3 method="wB97M-V/def2-TZVPD" lumo_ev="-6.31 / -6.32" e_above_lowest_kj_mol=335.4 e_tot_ha=-818.99456 charge=+1 homo_lumo_gap_ha="0.209 / 0.211" e_homo_ev="-11.99 / -12.06"
C -2.34 0.36 1.98
C 0.78 0.82 0.02
C -1.44 0.99 1.12
C 0.61 -0.40 -1.01
C 1.32 -1.55 -0.41
C 1.36 -0.07 -2.33
N -3.65 0.53 1.94
N -0.08 0.66 1.21
O -1.99 -0.47 2.90
S -1.11 -0.54 -1.31
H 1.95 0.68 0.13
H 0.60 1.70 -0.49
H -1.66 1.67 0.32
H 1.12 -2.39 -1.07
H 0.92 -1.90 0.47
H 2.33 -1.29 -0.36
H 0.78 -0.47 -3.17
H 2.35 -0.39 -2.26
H 1.43 1.07 -2.50
H -4.15 1.32 1.50
H -4.27 -0.03 2.60
H -1.16 -0.91 2.87
H 0.15 0.04 2.04



No. 2
23
Properties=species:S:1:pos:R:3 method="wB97M-V/def2-TZVPD" lumo_ev=-4.29 e_above_lowest_kj_mol=46.7 e_tot_ha=-936.63402 charge=+1 homo_lumo_gap_ha=0.225 e_homo_ev=-10.40
C -1.21 0.99 -4.12
Pb -0.55 0.98 -2.02
N 0.53 -1.46 -2.27
H -1.83 0.48 -0.80
H 1.19 1.54 -0.71
H -1.61 1.99 -4.33
H -1.89 0.23 -4.52
H -0.18 0.77 -4.50
H 0.29 -2.43 -2.03
H 1.46 -1.31 -1.88
H 0.63 -1.45 -3.28
S 1.95 0.70 0.13
C 0.80 0.35 1.39
N 1.10 -0.84 1.97
C 0.55 -1.27 3.12
C -0.35 -0.46 3.76
C -0.72 0.78 3.20
C -0.13 1.21 2.00
H 1.77 -1.41 1.50
H 0.85 -2.22 3.48
H -0.80 -0.76 4.73
H -1.48 1.43 3.68
H -0.37 2.17 1.52



No. 3
23
Properties=species:S:1:pos:R:3 method="wB97M-V/def2-TZVPD" lumo_ev=-4.35 e_above_lowest_kj_mol=242.1 e_tot_ha=-936.55957 charge=+1 homo_lumo_gap_ha=0.237 e_homo_ev=-10.80
C -0.80 0.95 -2.59
Pb -0.76 0.75 -0.55
N 0.79 -1.58 -1.01
H -1.95 0.57 0.94
H 0.99 1.47 -0.93
H -1.04 2.05 -2.67
H -1.52 0.22 -2.84
H 0.16 0.97 -3.12
H 0.53 -2.51 -0.72
H 1.70 -1.33 -0.59
H 0.87 -1.54 -2.03
S 1.84 0.77 1.35
C 1.00 0.35 2.70
N 1.25 -0.87 3.31
C 0.69 -1.31 4.47
C -0.26 -0.47 5.14
C -0.56 0.75 4.51
C 0.04 1.14 3.36
H 1.95 -1.49 2.84
H 1.00 -2.27 4.86
H -0.66 -0.79 6.06
H -1.31 1.39 5.00
H -0.20 2.10 2.87



No. 4
22
Properties=species:S:1:pos:R:3 method="wB97M-V/def2-TZVPD" lumo_ev=-4.47 e_above_lowest_kj_mol=279.8 e_tot_ha=-743.79087 charge=+1 homo_lumo_gap_ha=0.305 e_homo_ev=-12.76
C -2.29 0.37 -0.08
C -1.48 0.87 -0.94
C 0.69 -0.76 2.08
C 1.70 -0.87 0.91
C 0.92 0.81 -1.35
C -0.32 0.07 -1.57
N 1.14 1.95 -2.09
N -0.54 -1.45 1.66
S 2.09 0.69 -0.03
H -3.27 0.66 0.37
H -2.10 -0.56 0.49
H -1.67 1.80 -1.47
H 1.10 -0.93 3.13
H 0.44 0.40 2.24
H 2.62 -1.23 1.36
H 1.32 -1.65 0.26
H -0.47 -0.97 -1.11
H -0.65 -0.14 -2.62
H 1.95 2.61 -1.93
H 0.63 2.13 -2.98
H -0.55 -2.42 1.38
H -1.26 -1.41 2.31



No. 5
23
Properties=species:S:1:pos:R:3 method="wB97M-V/def2-TZVPD" lumo_ev=-3.84 e_above_lowest_kj_mol=278.7 e_tot_ha=-1141.97655 charge=+1 homo_lumo_gap_ha=0.316 e_homo_ev=-12.45
C 1.93 0.19 0.05
C 0.83 1.33 0.12
C 1.20 -1.08 -0.34
C -0.37 -0.71 0.36
C 1.82 -2.34 0.14
C -1.85 1.28 0.51
N -2.29 2.16 -0.49
N -0.54 0.69 -0.11
S 3.48 0.49 0.10
S -1.53 -1.88 -0.25
H 0.97 1.71 1.16
H 0.89 2.15 -0.52
H 1.13 -0.95 -1.34
H -0.33 -0.78 1.48
H 1.99 -2.52 1.23
H 2.86 -2.49 -0.40
H 1.33 -3.30 -0.07
H -2.57 0.53 0.77
H -1.60 1.75 1.42
H -2.55 3.16 -0.28
H -3.17 1.94 -0.99
H -0.56 0.66 -1.10
H -1.05 -2.00 -1.43



No. 6
22
Properties=species:S:1:pos:R:3 method="wB97M-V/def2-TZVPD" lumo_ev=0.77 e_above_lowest_kj_mol=340.8 e_tot_ha=-400.56319 homo_lumo_gap_ha=0.364 e_homo_ev=-9.15
C 1.04 -0.08 -0.61
C 1.99 0.50 -1.66
C 0.71 -1.54 -0.90
C -0.33 0.79 -0.70
N -0.48 2.00 -0.37
H 1.53 0.01 0.37
H 0.16 2.32 0.36
H -0.96 0.42 -1.50
H 0.26 -1.64 -1.88
H 2.93 -0.05 -1.66
H 2.21 1.55 -1.44
H 1.54 0.44 -2.65
H 1.62 -2.15 -0.88
H 0.01 -1.94 -0.18
C -2.99 -0.15 0.92
C -0.06 0.03 2.49
N -1.73 -0.31 0.98
N -1.01 -0.66 1.99
H -3.44 -0.10 -0.05
H 0.03 1.10 2.36
H 0.58 -0.47 3.20
H -3.61 -0.06 1.81



No. 7
22
Properties=species:S:1:pos:R:3 method="wB97M-V/def2-TZVPD" lumo_ev=0.89 e_above_lowest_kj_mol=174.3 e_tot_ha=-400.62662 homo_lumo_gap_ha=0.336 e_homo_ev=-8.25
C -1.67 -0.63 1.36
C -0.79 -0.46 0.14
C 0.15 -1.58 -0.17
N -1.18 -1.29 -0.96
N 1.42 -1.34 -0.72
H -0.92 -0.94 -1.88
H 1.99 -2.18 -0.71
H 0.02 -2.50 0.40
H -2.57 -0.01 1.26
H -1.99 -1.67 1.44
H -1.14 -0.36 2.28
C 0.06 1.35 -1.51
N 1.96 0.98 0.64
C 0.76 1.29 0.90
C -0.34 1.02 -0.07
H 1.89 -0.48 -0.26
H 2.65 1.18 1.36
H 0.46 1.70 1.87
H -1.20 1.64 0.21
H -0.82 1.28 -2.15
H 0.81 0.66 -1.87
H 0.46 2.36 -1.55



No. 8
22
Properties=species:S:1:pos:R:3 method="wB97M-V/def2-TZVPD" lumo_ev="0.46 / 0.46" e_above_lowest_kj_mol=386.1 e_tot_ha=-400.54595 homo_lumo_gap_ha="0.331 / 0.331" e_homo_ev="-8.55 / -8.55"
C 0.68 0.55 -0.35
C 1.90 -0.11 0.29
C 1.07 1.50 -1.49
C -0.17 1.25 0.66
C -0.08 -0.66 -1.12
N -0.01 -1.28 -2.11
H -1.30 1.07 0.40
H 1.58 -0.82 1.06
H 2.54 0.65 0.73
H 2.47 -0.66 -0.46
H 1.71 2.29 -1.11
H 0.19 1.94 -1.95
H 1.61 0.95 -2.26
H 0.06 2.31 0.76
H -0.19 0.75 1.63
N -0.79 -2.06 1.07
C -2.36 -0.48 0.50
N -1.46 -1.34 0.10
H -1.39 -2.41 1.81
H -0.28 -2.81 0.61
H -3.00 -0.08 -0.26
H -2.79 -0.56 1.50



No. 9
22
Properties=species:S:1:pos:R:3 method="wB97M-V/def2-TZVPD" lumo_ev=0.89 e_above_lowest_kj_mol=354.7 e_tot_ha=-400.55793 homo_lumo_gap_ha=0.282 e_homo_ev=-6.78
C 1.69 -0.39 1.05
C 3.13 -0.04 0.79
C -2.62 1.27 -0.88
C 0.11 0.68 0.21
C -2.09 -0.03 -0.33
N 1.34 -1.71 0.84
N -2.99 -1.10 -0.35
C 0.93 0.98 -0.84
N -0.90 -0.21 0.09
H 1.31 -0.01 1.99
H 0.33 -1.84 0.89
H 1.70 -2.09 -0.02
H -2.68 -1.91 0.17
H -3.96 -0.86 -0.19
H 3.45 -0.36 -0.20
H 3.30 1.03 0.89
H 3.75 -0.56 1.53
H -2.54 1.29 -1.97
H -3.67 1.41 -0.62
H -2.04 2.10 -0.48
H 1.74 1.68 -0.72
H 0.71 0.67 -1.86



No. 10
22
Properties=species:S:1:pos:R:3 method="wB97M-V/def2-TZVPD" lumo_ev="1.15 / -0.41" e_above_lowest_kj_mol=21.8 e_tot_ha=-400.44684 spin_multiplicity=3 homo_lumo_gap_ha="0.306 / 0.300" e_homo_ev="-7.16 / -8.57"
C 0.79 2.13 1.51
C 1.10 -0.18 -2.22
C 0.95 1.36 -2.20
C -1.73 -0.98 -0.07
C -0.50 -1.24 2.06
C -0.44 -1.47 0.55
N -0.11 1.84 0.71
N 0.99 -0.93 -1.23
N 0.77 -0.85 0.01
H 0.79 3.22 1.92
H 1.59 1.42 1.66
H 1.35 -0.67 -3.06
H 0.78 1.63 -1.26
H 1.95 1.75 -2.38
H 0.20 1.49 -2.86
H -2.59 -1.49 0.30
H -2.06 0.00 0.36
H -1.77 -1.12 -1.13
H -0.43 -0.07 2.22
H 0.14 -1.71 2.70
H -1.41 -1.64 2.32
H -0.36 -2.48 0.07



No. 11
23
Properties=species:S:1:pos:R:3 method="wB97M-V/def2-TZVPD" lumo_ev="0.87 / -1.62" e_above_lowest_kj_mol=76.5 e_tot_ha=-475.64950 spin_multiplicity=3 homo_lumo_gap_ha="0.220 / 0.264" e_homo_ev="-5.10 / -8.81"
C 0.08 2.23 1.28
C 1.16 -0.11 -0.90
C 0.03 0.16 0.07
C -1.48 -1.14 1.71
C -1.53 -0.38 -1.69
C -0.28 -1.16 0.78
N 0.35 1.04 1.10
N 3.27 0.28 -1.56
N 2.23 0.49 -0.72
O -0.99 0.60 -0.79
H -0.25 2.82 0.44
H 0.42 2.53 2.29
H 1.02 -0.90 -1.75
H -2.37 -0.78 1.22
H -1.34 -0.64 2.62
H -1.46 -2.14 2.17
H -2.64 -0.17 -1.77
H -1.47 -1.38 -1.16
H -0.96 -0.43 -2.59
H -0.33 -2.02 0.13
H 0.57 -1.34 1.34
H 4.20 0.46 -1.27
H 3.15 -0.54 -2.17



No. 12
23
Properties=species:S:1:pos:R:3 method="wB97M-V/def2-TZVPD" lumo_ev="0.73 / -0.45" e_above_lowest_kj_mol=285.5 e_tot_ha=-798.59563 homo_lumo_gap_ha="0.314 / 0.252" e_homo_ev="-7.81 / -7.30"
C 4.70 0.95 0.27
C 3.71 0.30 -0.29
C 4.69 0.84 -1.23
C -2.30 0.92 -0.39
C -1.82 -1.51 -0.89
C -1.24 -0.19 -0.40
N 1.98 -0.79 1.27
N -1.17 -1.15 1.73
N -0.70 -0.26 0.91
S 2.19 -0.46 -0.30
H 5.43 1.00 1.03
H 4.38 1.81 -1.83
H 5.30 0.09 -1.73
H -1.97 1.84 -0.07
H -2.88 1.21 -1.33
H -3.15 0.33 0.15
H -2.04 -1.27 -1.89
H -2.86 -1.82 -0.48
H -1.16 -2.36 -0.77
H -0.40 -0.02 -1.02
H 1.10 -1.21 1.32
H -0.71 -1.08 2.63
H -1.55 -2.13 1.47